(1)
Formula: C22H42NP3SSc
Source: the OMol25 dataset
Level of theory: ωB97M-V with the def2-TZVPD basis set

Summary:
Kohn-Sham gap (spin up / spin down) (eV): 6.84 / 4.95
ΔE to the lowest compared entry with this formula, charge and spin (kcal/mol): 41.69
E (eV): -84359.0910
Molecular weight (g mol⁻¹): 490.5
Strongest force on any atom (eV Å⁻¹): 4.3

```
! RIJCOSX wB97M-V def2-TZVPD def2/J DEFGRID3
* xyz 3 1
Sc 0.275 -0.260 1.381
P 0.736 -2.352 -0.721
P 1.445 1.031 -0.992
P -1.822 -1.804 1.834
H -1.411 2.002 1.334
C -1.074 1.266 2.092
C 0.248 1.402 2.643
H 0.827 2.316 2.483
C -0.352 -2.480 -2.198
C 2.386 -2.478 -1.529
C 0.598 -4.064 -0.063
C 1.451 2.864 -0.794
C 3.259 0.804 -1.353
C 0.913 0.937 -2.773
C -3.234 -1.232 2.849
C -1.312 -3.278 2.796
C -2.761 -2.520 0.431
H -1.914 0.944 2.732
H 0.436 0.974 3.660
H 0.001 -3.314 -2.827
H -0.323 -1.551 -2.784
H -1.391 -2.673 -1.899
H 2.526 -3.473 -1.987
H 3.172 -2.342 -0.773
H 2.494 -1.711 -2.306
H 1.055 -4.787 -0.764
H -0.453 -4.350 0.103
H 1.143 -4.124 0.894
H 2.467 3.229 -0.964
H 1.145 3.149 0.218
H 0.777 3.325 -1.520
H 3.484 1.001 -2.413
H 3.584 -0.218 -1.132
H 3.852 1.489 -0.738
H 1.403 1.721 -3.367
H -0.174 1.086 -2.854
H 1.179 -0.032 -3.217
H -4.015 -1.998 2.823
H -3.614 -0.291 2.439
H -2.907 -1.076 3.886
H -2.206 -3.705 3.269
H -0.609 -2.944 3.573
H -0.813 -4.036 2.180
H -3.771 -2.787 0.767
H -2.270 -3.410 0.025
H -2.847 -1.763 -0.360
C -2.599 3.301 -1.487
C -4.127 3.132 -1.607
C -4.534 3.663 -2.934
C -3.816 4.696 -3.496
C -2.653 5.218 -2.891
C -2.010 4.511 -1.850
S -2.227 1.686 -1.467
H -4.176 2.000 -1.647
H -4.657 3.575 -0.757
H -5.319 3.103 -3.433
H -4.126 5.124 -4.449
H -2.193 6.125 -3.273
H -1.056 4.804 -1.418
C 4.948 -1.093 2.639
C 4.002 -2.105 2.775
C 2.667 -1.808 2.517
N 2.276 -0.547 2.194
C 3.199 0.441 2.051
C 4.575 0.203 2.258
H 6.004 -1.294 2.802
H 4.275 -3.123 3.044
H 1.875 -2.557 2.539
H 2.806 1.423 1.721
H 5.281 1.033 2.084
*
```

Atomic partial charges in e from the Mulliken method, atoms 1 to 4:
1 Sc -0.25
2 P 0.88
3 P 1.16
4 P 1.19

---

(2)
Formula: C22H43AlBr2CaF7MgN6O5
Source: the OMol25 dataset
Level of theory: ωB97M-V with the def2-TZVPD basis set

Summary:
Kohn-Sham gap (eV): 1.10
E (eV): -232247.0941
Molecular weight (g mol⁻¹): 855.8
Strongest force on any atom (eV Å⁻¹): 10.3

```
! RIJCOSX wB97M-V def2-TZVPD def2/J DEFGRID3
* xyz 1 1
C -0.414 -2.375 4.422
C 0.160 -1.076 3.573
C 1.405 -1.427 2.567
O 1.018 -1.956 1.251
C 0.431 -0.903 0.385
C 1.391 0.253 -0.245
C 3.031 0.374 0.056
C 3.856 -1.006 -0.259
O 5.254 -0.890 0.274
C 4.037 -1.337 -1.871
N 3.731 -2.806 -2.065
N 0.784 1.293 -1.110
N -0.540 1.227 -1.363
Br -1.124 2.618 -2.549
C -1.644 0.318 -0.927
C -3.187 0.556 -1.397
O -4.196 -0.310 -0.790
C -4.531 0.204 0.577
C -1.177 -0.946 0.065
O -2.092 -1.977 0.568
C -2.353 -2.947 -0.545
C -1.250 -4.168 -0.602
O -1.641 -5.327 0.263
C -0.813 -6.458 -0.249
C -1.657 -7.404 -1.328
H 0.233 -2.633 5.378
H -0.613 -3.313 3.739
H -1.483 -2.056 4.848
H 0.600 -0.332 4.396
H -0.727 -0.508 3.057
H 2.112 -0.495 2.542
H 2.030 -2.293 3.100
H 3.243 0.834 1.130
H 3.448 1.190 -0.709
H 3.418 -1.975 0.229
H 5.474 -1.852 0.538
H 3.293 -0.719 -2.532
H 5.174 -1.168 -2.186
H 3.240 -3.005 -2.966
H 4.585 -3.396 -1.947
H -3.581 1.675 -1.253
H -3.220 0.377 -2.573
H -3.628 0.109 1.315
H -4.990 1.281 0.558
H -5.389 -0.518 0.968
H -3.459 -3.360 -0.369
H -2.382 -2.399 -1.599
H -1.228 -4.552 -1.725
H -0.200 -3.771 -0.243
H -0.366 -7.097 0.655
H 0.138 -5.990 -0.790
H -1.048 -7.577 -2.316
H -1.810 -8.443 -0.780
H -2.696 -6.948 -1.616
Br -1.624 2.560 -5.048
F -5.469 3.131 -1.407
Al -6.205 3.739 -2.934
F -7.365 2.517 -3.569
F -4.910 4.028 -4.151
F -7.077 5.281 -2.607
Ca -1.542 0.068 -4.416
C 6.345 1.855 0.604
C 6.217 3.076 1.500
N 6.111 4.089 2.243
H 5.354 1.523 0.283
H 6.942 2.101 -0.278
H 6.833 1.042 1.149
C 3.224 5.607 2.854
C 2.103 6.010 3.806
C 0.720 5.585 3.311
C 0.428 6.245 1.973
N 0.186 6.792 0.863
H 3.120 6.092 1.878
H 4.195 5.905 3.262
H 3.237 4.522 2.700
H 2.130 7.098 3.946
H 2.288 5.555 4.786
H -0.047 5.884 4.034
H 0.670 4.497 3.195
F -3.395 -8.390 -3.101
N -6.483 1.503 -6.044
H -6.781 2.008 -6.887
H -5.464 1.581 -5.940
H -6.943 1.910 -5.221
H -6.744 0.513 -6.127
F 2.278 -1.122 4.664
Mg 7.571 -0.352 -0.105
F 1.448 2.954 3.235
*
```

Atomic partial charges in e from the Mulliken method, atoms 1 to 4:
1 C -0.94
2 C -0.26
3 C -0.62
4 O -0.26

---

(3)
Formula: C22H43AsBrF7O8PS4
Source: the OMol25 dataset
Level of theory: ωB97M-V with the def2-TZVPD basis set

Summary:
Kohn-Sham gap (eV): 5.46
E (eV): -242421.0314
Molecular weight (g mol⁻¹): 882.6
Strongest force on any atom (eV Å⁻¹): 3.2

```
! RIJCOSX wB97M-V def2-TZVPD def2/J DEFGRID3
* xyz -1 1
C 0.826 -4.309 4.382
C -0.117 -3.121 4.631
P -0.294 -1.868 3.269
C 0.489 -2.399 1.682
C -0.354 -1.839 0.517
As 0.574 0.218 3.942
C 2.520 -0.314 4.168
C 3.440 0.716 3.489
C 4.058 0.179 2.197
Br 3.540 1.191 0.605
S -1.685 1.130 3.567
O -1.664 2.549 3.906
O -2.038 0.909 2.173
C -3.078 0.329 4.578
F -2.563 -0.144 5.741
F -3.590 -0.733 3.900
C -4.295 1.224 4.930
F -4.979 0.592 5.931
F -3.949 2.427 5.402
C -5.323 1.372 3.775
F -4.734 1.534 2.592
F -6.165 0.320 3.726
F -6.072 2.475 4.017
H 0.314 -5.229 4.652
H 1.698 -4.256 5.021
H 1.125 -4.424 3.350
H -1.107 -3.441 4.918
H 0.270 -2.571 5.489
H 0.527 -3.473 1.569
H 1.477 -1.950 1.584
H -0.245 -2.467 -0.361
H -1.401 -1.869 0.792
H -0.108 -0.810 0.302
H 0.881 0.559 2.431
H 0.945 1.664 4.409
H 0.243 -0.145 5.447
H 2.757 -0.323 5.228
H 2.730 -1.309 3.788
H 4.224 1.050 4.160
H 2.858 1.594 3.226
H 5.137 0.162 2.226
H 3.729 -0.826 1.987
C -7.455 4.743 1.773
C -8.445 3.835 2.514
C -9.701 4.667 2.807
S -9.792 5.910 1.512
O -9.623 7.213 2.106
O -10.913 5.632 0.648
C -8.269 5.450 0.692
H -6.630 4.178 1.345
H -7.037 5.477 2.464
H -8.706 2.986 1.879
H -8.018 3.440 3.428
H -10.609 4.071 2.783
H -9.628 5.189 3.759
H -7.792 6.342 0.295
H -8.528 4.769 -0.119
C 4.347 0.882 -5.416
C 4.264 2.295 -4.820
C 4.455 2.166 -3.302
S 5.465 0.699 -3.057
O 4.680 -0.290 -2.368
O 6.773 1.085 -2.584
C 5.567 0.230 -4.778
H 4.431 0.900 -6.501
H 3.448 0.318 -5.158
H 5.059 2.915 -5.240
H 3.315 2.777 -5.053
H 4.969 3.021 -2.871
H 3.511 2.005 -2.785
H 5.573 -0.846 -4.854
H 6.494 0.642 -5.178
C 4.189 -5.626 -6.665
C 5.268 -5.394 -7.733
C 4.996 -4.025 -8.370
S 4.173 -3.043 -7.108
O 2.834 -2.752 -7.547
O 5.053 -1.990 -6.662
C 4.107 -4.329 -5.866
H 4.428 -6.472 -6.024
H 3.230 -5.827 -7.146
H 6.252 -5.392 -7.261
H 5.268 -6.181 -8.485
H 5.909 -3.516 -8.668
H 4.320 -4.099 -9.219
H 3.191 -4.223 -5.290
H 4.974 -4.204 -5.217
*
```

Atomic partial charges in e from the Mulliken method, atoms 1 to 4:
1 C -1.09
2 C -0.68
3 P 0.11
4 C -0.07

---

The lowest E belongs to which entry? C22H43AsBrF7O8PS4